[1]
Computed, not measured: a structure of composition C8H22Cl2N2O2Ti, with ωB97M-V with the def2-TZVPD basis set.

Last column: Mulliken spin population.
Atoms and positions in Å:
Ti1 -10.74281 2.75300 2.20464  2.98
Cl1 -6.53443 2.73468 2.85479  0.00
Cl2 -10.71882 -0.83420 -0.13238  0.01
O1 -17.89008 4.01278 1.31391  0.00
O2 -14.45782 0.04560 9.13690  0.00
N1 -14.38645 4.77567 0.09818  -0.01
N2 -13.06661 2.24102 6.55854  0.00
C1 -12.66147 -0.20378 6.73312  0.01
C2 -13.64257 1.09597 8.76622  0.00
C3 -13.50225 1.02724 7.22649  0.00
C4 -16.43757 5.58768 -0.77422  0.00
C5 -16.54290 3.77019 0.93206  0.00
C6 -15.77633 5.06375 0.45033  0.01
C7 -14.72768 -0.03345 10.51559  0.00
C8 -18.11166 4.64776 2.56333  0.00
H1 -13.81679 -0.21124 11.08724  0.00
H2 -17.47553 5.89185 -0.63917  0.00
H3 -17.88532 3.87881 3.30196  0.00
H4 -12.86385 -0.39779 5.67979  0.00
H5 -15.13451 0.91765 10.85910  0.00
H6 -15.83077 5.85154 1.20168  0.00
H7 -14.50438 0.87547 6.82548  0.00
H8 -15.43373 -0.82271 10.77376  0.00
H9 -12.40092 2.64737 7.20029  0.00
H10 -16.59265 4.81029 -1.52235  0.00
H11 -12.66332 1.12056 9.24432  0.00
H12 -15.89976 6.46750 -1.12747  0.00
H13 -17.47586 5.50267 2.79357  0.00
H14 -14.03623 5.60482 -0.36003  0.00
H15 -14.43467 4.06064 -0.61350  0.00
H16 -16.54109 2.99101 0.16982  0.00
H17 -19.19117 4.79850 2.55867  0.00
H18 -15.97145 3.45432 1.80486  0.00
H19 -14.16564 2.02158 9.00652  0.00
H20 -11.60933 0.07182 6.66134  0.00
H21 -13.75904 2.97183 6.63955  0.00
H22 -12.88356 -1.10663 7.30201  0.00

The LUMO energy (alpha / beta) comes out at 1.1 / 0.9 eV. Its spin multiplicity is 4. Its total energy is -63883.93458 eV. The charge is -1. As for the orbital gap (alpha / beta): 5.67 / 5.47 eV. The calculation puts the energy above the lowest of the compared OMol25 structures with the same formula, charge and spin at 129.19 kcal/mol.



[2]
Computed, not measured: a structure of composition C8H22ClO4Y, with ωB97M-V with the def2-TZVPD basis set.

Last column: Mulliken charge in e.
Atoms and positions in Å:
Y1 -7.24189 -13.50765 25.33982  1.85
Cl1 -8.64191 -15.28824 24.07713  -0.08
O1 -7.09881 -14.81757 19.41689  -0.49
O2 -9.32007 -13.49418 21.12374  -0.47
O3 -10.67178 -17.57049 22.68287  -0.48
O4 -6.52177 -17.95068 25.11305  -0.50
C1 -11.16901 -19.29733 21.15394  -1.55
C2 -9.38751 -14.15435 19.85199  -0.37
C3 -10.04184 -18.47604 21.73490  1.16
C4 -6.95317 -19.12429 25.86631  0.93
C5 -7.65471 -18.63597 27.14031  -1.09
C6 -5.73161 -19.92378 26.21717  -1.51
C7 -8.41234 -15.30622 19.69060  0.03
C8 -9.03023 -19.33673 22.45449  -1.21
H1 -6.86651 -18.37977 27.85424  0.27
H2 -6.05755 -20.79371 26.78628  0.39
H3 -11.75885 -18.73956 20.43454  0.38
H4 -8.76012 -20.20544 21.85128  0.43
H5 -8.25415 -17.74455 26.94241  0.26
H6 -8.69892 -15.91191 18.83354  0.33
H7 -7.59898 -19.74261 25.23832  0.02
H8 -9.43254 -19.73512 23.38838  0.30
H9 -6.59098 -14.82509 20.22990  0.26
H10 -9.26803 -13.41707 19.06220  0.34
H11 -9.58633 -17.88412 20.93346  -0.16
H12 -5.25378 -20.28644 25.30502  0.38
H13 -9.51261 -14.15937 21.79150  0.24
H14 -10.41680 -14.52360 19.71366  0.29
H15 -10.01922 -17.04393 23.14502  0.14
H16 -8.40176 -15.89495 20.61701  -0.04
H17 -8.10004 -18.80005 22.68627  0.26
H18 -4.98210 -19.35041 26.75975  0.36
H19 -11.80537 -19.66578 21.96137  0.37
H20 -7.31638 -17.59424 24.70131  0.21
H21 -10.76542 -20.20596 20.70532  0.38
H22 -8.24273 -19.41196 27.62762  0.38

The LUMO energy comes out at -12.3 eV. Its total energy is -30386.53253 eV. The charge is +2. As for the orbital gap: 2.69 eV. The calculation puts the energy above the lowest of the compared OMol25 structures with the same formula, charge and spin at 0.00 kcal/mol.